Record 1
8 unconnected molecules or ions with the total composition C36H92N4O12S4 in a non-equilibrium geometry. Source: the Open Molecules 2025 dataset; level of theory: ωB97M-V/def2-TZVPD.

SMILES ... CCOS(C)(=O)=O.CCOS(C)(=O)=O.CCOS(C)(=O)=O.CCOS(C)(=O)=O.CCN(CC)CC.CCN(CC)CC.CCN(CC)CC.CCN(CC)CC
Charge ... 0
HOMO level ... -8.35 eV
Calculated total energy ... -112690.5277 eV
Energy above the lowest of the compared OMol25 structures with the same formula, charge and spin ... 186.66 kJ/mol

Last column: Löwdin charge in e.
Atoms and positions in Å:
C: -9.725 17.410 19.108  -0.046
C: -10.673 18.545 18.720  -0.265
O: -11.738 18.607 19.690  -0.249
S: -12.719 19.873 19.590  0.609
C: -13.628 19.523 18.043  -0.106
O: -13.658 19.751 20.660  -0.265
O: -11.902 21.033 19.367  -0.281
H: -10.336 16.526 19.288  0.084
H: -9.132 17.713 19.968  0.080
H: -9.040 17.166 18.296  0.073
H: -10.089 19.464 18.706  0.094
H: -11.168 18.362 17.767  0.088
H: -12.907 19.532 17.227  0.043
H: -14.426 20.254 17.950  0.071
H: -14.062 18.525 18.088  0.069
C: -5.726 24.565 20.594  -0.080
C: -6.914 23.659 20.838  -0.251
O: -8.154 24.384 20.713  -0.287
S: -8.661 25.353 21.950  0.615
C: -8.594 26.907 21.062  -0.107
O: -10.024 25.017 22.152  -0.256
O: -7.663 25.393 22.989  -0.286
H: -5.794 24.977 19.586  0.076
H: -4.793 23.999 20.667  0.073
H: -5.643 25.376 21.315  0.073
H: -6.947 22.849 20.112  0.080
H: -6.894 23.193 21.826  0.121
H: -8.962 27.692 21.718  0.072
H: -9.194 26.835 20.158  0.053
H: -7.563 27.095 20.771  0.067
C: -9.772 24.575 13.824  -0.060
C: -9.256 24.648 15.253  -0.279
O: -10.333 24.758 16.188  -0.252
S: -9.862 24.733 17.746  0.625
C: -9.728 22.919 17.981  -0.092
O: -8.554 25.339 17.789  -0.301
O: -10.939 25.209 18.569  -0.263
H: -9.068 24.951 13.083  0.062
H: -10.693 25.134 13.649  0.083
H: -9.998 23.553 13.512  0.069
H: -8.636 23.762 15.410  0.096
H: -8.640 25.536 15.389  0.115
H: -9.732 22.823 19.064  0.061
H: -8.851 22.509 17.481  0.035
H: -10.603 22.443 17.547  0.063
C: -13.926 16.254 13.803  -0.059
C: -13.136 17.275 14.599  -0.270
O: -11.885 16.680 14.998  -0.262
S: -10.525 17.508 14.717  0.594
C: -10.527 17.530 12.898  -0.085
O: -10.724 18.825 15.262  -0.288
O: -9.468 16.663 15.198  -0.265
H: -13.398 16.106 12.860  0.075
H: -14.928 16.632 13.603  0.085
H: -14.014 15.287 14.298  0.085
H: -12.942 18.079 13.888  0.100
H: -13.667 17.652 15.468  0.112
H: -10.551 16.498 12.558  0.080
H: -9.609 18.060 12.654  0.043
H: -11.394 18.045 12.493  0.066
C: -6.036 19.108 18.774  -0.070
C: -6.999 20.297 18.621  -0.240
N: -7.037 20.903 17.306  -0.181
C: -7.501 19.967 16.264  -0.225
C: -8.023 20.689 15.040  -0.070
C: -5.800 21.553 16.929  -0.248
C: -5.403 22.749 17.798  -0.071
H: -6.114 18.712 19.792  0.075
H: -5.019 19.499 18.696  0.065
H: -6.182 18.247 18.125  0.068
H: -7.996 19.974 18.932  0.096
H: -6.665 21.047 19.341  0.089
H: -6.759 19.201 16.005  0.121
H: -8.315 19.411 16.739  0.101
H: -8.567 19.950 14.455  0.048
H: -8.628 21.571 15.250  0.067
H: -7.208 21.085 14.425  0.053
H: -5.933 22.031 15.951  0.098
H: -4.938 20.898 16.736  0.102
H: -4.664 23.316 17.228  0.056
H: -4.965 22.472 18.760  0.070
H: -6.239 23.423 17.995  0.068
C: -0.123 25.029 16.001  -0.125
C: -1.152 25.309 17.099  -0.230
N: -1.149 24.276 18.145  -0.156
C: -1.702 23.030 17.624  -0.254
C: -1.551 21.823 18.550  -0.060
C: -1.983 24.758 19.247  -0.282
C: -1.359 25.918 20.023  -0.089
H: -0.235 24.082 15.473  -0.065
H: 0.894 25.082 16.386  0.100
H: -0.271 25.806 15.245  0.098
H: -0.862 26.288 17.475  0.104
H: -2.162 25.390 16.672  0.120
H: -2.752 23.184 17.327  0.082
H: -1.163 22.786 16.706  0.079
H: -2.100 20.952 18.193  0.062
H: -0.525 21.532 18.776  0.076
H: -1.962 22.054 19.537  0.052
H: -2.100 23.965 19.992  0.092
H: -3.030 25.011 19.015  0.110
H: -1.801 25.980 21.018  0.069
H: -1.612 26.841 19.494  0.061
H: -0.277 25.840 20.103  0.078
C: -3.559 21.213 13.539  -0.078
C: -2.846 21.388 14.881  -0.261
N: -1.414 21.565 14.850  -0.195
C: -0.682 20.396 14.351  -0.247
C: -1.015 19.094 15.060  -0.084
C: -0.988 22.816 14.225  -0.224
C: 0.513 23.097 14.467  -0.137
H: -3.387 22.052 12.862  0.066
H: -4.621 20.962 13.607  0.052
H: -3.226 20.321 12.987  0.072
H: -3.264 22.275 15.366  0.098
H: -3.121 20.490 15.437  0.096
H: -0.837 20.272 13.268  0.116
H: 0.376 20.612 14.485  0.100
H: -0.278 18.383 14.674  0.075
H: -0.867 19.145 16.138  0.076
H: -1.996 18.684 14.826  0.066
H: -1.508 23.620 14.745  0.105
H: -1.141 22.785 13.140  0.123
H: 0.716 23.114 15.537  0.080
H: 0.722 24.091 14.061  0.091
H: 1.197 22.445 13.928  0.083
C: -6.408 22.021 9.049  -0.083
C: -5.717 21.525 10.306  -0.230
N: -6.596 21.392 11.485  -0.190
C: -7.444 20.215 11.412  -0.276
C: -6.676 18.892 11.618  -0.063
C: -7.312 22.588 11.908  -0.266
C: -6.379 23.588 12.582  -0.064
H: -5.794 21.944 8.152  0.073
H: -6.642 23.086 9.133  0.068
H: -7.337 21.471 8.892  0.068
H: -5.283 20.545 10.117  0.105
H: -4.985 22.245 10.679  0.097
H: -8.092 20.194 10.520  0.111
H: -8.199 20.230 12.207  0.078
H: -7.426 18.152 11.896  0.053
H: -5.927 18.978 12.400  0.070
H: -6.213 18.640 10.665  0.064
H: -7.886 23.033 11.079  0.113
H: -8.100 22.259 12.587  0.084
H: -6.909 24.542 12.643  0.060
H: -6.090 23.226 13.567  0.061
H: -5.510 23.818 11.966  0.066

***

Record 2
A molecular structure, C36H95F6N8O14S2Ti in a non-equilibrium geometry. Source: the Open Molecules 2025 dataset; level of theory: ωB97M-V/def2-TZVPD.

Multiplicity ... 4
Charge ... 0
HOMO level (alpha / beta) ... -8.18 / -8.63 eV
Calculated total energy ... -140534.5438 eV

Last column: Löwdin spin population.
Atoms and positions in Å:
Ti: -3.452 -1.800 -2.840  2.913
C: -0.513 2.295 -0.399  0.000
F: -1.556 2.824 -0.948  0.000
F: 0.528 2.160 -1.248  0.000
F: -0.168 3.039 0.636  0.000
S: -1.043 0.556 0.333  0.004
O: -0.299 0.351 1.586  0.000
O: -2.509 0.610 0.574  0.002
N: -0.861 -0.561 -1.002  0.004
S: 0.496 -1.133 -0.672  0.004
O: 1.559 -0.179 -0.329  0.000
O: 0.476 -2.278 0.155  0.000
C: 1.051 -1.654 -2.517  0.001
F: 2.206 -2.309 -2.396  0.000
F: 0.166 -2.399 -3.139  0.009
F: 1.294 -0.533 -3.194  0.000
C: -7.755 -1.830 0.132  0.001
C: -8.017 -0.431 -0.400  0.000
C: -8.529 0.486 0.675  0.000
O: -8.984 1.685 0.086  0.000
C: -9.502 2.690 0.859  0.000
N: -6.761 0.052 -1.054  0.006
H: -8.695 -2.246 0.493  0.000
H: -7.123 -1.768 1.017  0.000
H: -7.299 -2.507 -0.590  0.001
H: -8.785 -0.544 -1.165  0.000
H: -7.692 0.623 1.360  0.000
H: -9.408 0.103 1.194  0.000
H: -10.172 2.267 1.607  0.000
H: -9.950 3.520 0.313  0.000
H: -8.716 3.091 1.498  0.000
H: -6.912 0.866 -1.634  0.000
H: -6.171 0.343 -0.287  0.000
C: 7.195 -5.874 -3.029  0.000
C: 7.812 -5.350 -1.735  0.000
C: 6.735 -5.123 -0.628  0.000
O: 7.299 -4.234 0.392  0.000
C: 6.292 -3.882 1.370  0.000
N: 8.887 -6.263 -1.298  0.000
H: 6.284 -5.356 -3.327  0.000
H: 6.818 -6.891 -2.915  0.000
H: 7.897 -5.731 -3.850  0.000
H: 8.212 -4.356 -1.937  0.000
H: 6.309 -6.008 -0.155  0.000
H: 5.897 -4.573 -1.057  0.000
H: 5.974 -4.777 1.905  0.000
H: 5.433 -3.460 0.848  0.000
H: 6.602 -3.232 2.189  0.000
H: 9.130 -6.051 -0.341  0.000
H: 8.544 -7.210 -1.222  0.000
C: 9.383 5.228 -0.698  0.000
C: 9.783 4.087 -1.565  0.000
C: 8.597 3.204 -2.068  0.000
O: 7.936 2.637 -0.883  0.000
C: 6.992 1.646 -1.209  0.000
N: 10.590 4.587 -2.640  0.000
H: 10.200 5.711 -0.162  0.000
H: 8.743 4.871 0.108  0.000
H: 8.808 5.979 -1.240  0.000
H: 10.437 3.444 -0.976  0.000
H: 9.007 2.414 -2.697  0.000
H: 7.875 3.753 -2.672  0.000
H: 6.133 2.121 -1.682  0.000
H: 6.728 1.121 -0.291  0.000
H: 7.439 0.852 -1.806  0.000
H: 11.422 5.047 -2.300  0.000
H: 11.027 3.823 -3.136  0.000
C: 0.374 -1.675 7.676  0.000
C: 1.404 -1.701 6.568  0.000
C: 1.247 -2.818 5.458  0.000
O: 1.606 -4.137 5.923  0.000
C: 0.823 -5.124 5.167  0.000
N: 1.340 -0.389 5.924  0.000
H: -0.562 -1.369 7.207  0.000
H: 0.676 -0.831 8.295  0.000
H: 0.320 -2.588 8.269  0.000
H: 2.409 -1.722 6.990  0.000
H: 1.948 -2.483 4.694  0.000
H: 0.228 -2.673 5.099  0.000
H: -0.239 -5.235 5.385  0.000
H: 1.199 -6.121 5.396  0.000
H: 0.927 -4.995 4.089  0.000
H: 0.779 -0.330 5.085  0.000
H: 2.290 -0.211 5.632  0.000
C: -3.425 1.139 -6.031  0.008
C: -4.357 0.230 -6.811  0.001
C: -4.360 0.607 -8.277  0.000
O: -5.302 -0.285 -8.924  0.000
C: -5.565 0.072 -10.253  0.000
N: -3.812 -1.129 -6.701  0.007
H: -2.356 0.988 -6.179  0.000
H: -3.561 0.887 -4.980  0.013
H: -3.641 2.207 -6.002  0.000
H: -5.381 0.366 -6.465  0.000
H: -3.345 0.570 -8.672  0.000
H: -4.689 1.646 -8.300  0.000
H: -6.437 -0.518 -10.533  0.000
H: -4.851 -0.288 -10.994  0.000
H: -6.014 1.048 -10.437  0.000
H: -4.461 -1.726 -7.194  0.000
H: -2.925 -1.065 -7.178  0.000
C: 4.311 6.893 -1.122  0.000
C: 3.166 7.724 -1.785  0.000
C: 3.486 9.138 -2.312  0.000
O: 4.036 9.936 -1.263  0.000
C: 4.761 11.101 -1.718  0.000
N: 2.670 7.017 -2.958  0.000
H: 4.779 7.367 -0.260  0.000
H: 5.102 6.645 -1.830  0.000
H: 3.931 5.900 -0.879  0.000
H: 2.348 7.773 -1.066  0.000
H: 2.606 9.616 -2.742  0.000
H: 4.235 8.992 -3.091  0.000
H: 5.623 10.847 -2.335  0.000
H: 5.079 11.645 -0.830  0.000
H: 4.115 11.757 -2.302  0.000
H: 3.455 6.921 -3.586  0.000
H: 2.427 6.084 -2.659  0.000
C: -7.970 -5.764 4.858  0.000
C: -6.946 -6.702 4.356  0.000
C: -5.495 -6.245 4.361  0.000
O: -5.352 -5.091 3.564  0.000
C: -4.054 -4.603 3.446  0.000
N: -6.997 -7.965 5.076  0.000
H: -8.980 -6.164 4.766  0.000
H: -7.971 -4.832 4.293  0.000
H: -7.860 -5.491 5.907  0.000
H: -7.131 -6.882 3.297  0.000
H: -4.853 -7.058 4.023  0.000
H: -5.327 -5.948 5.396  0.000
H: -3.902 -3.726 2.817  0.000
H: -3.357 -5.288 2.963  0.000
H: -3.707 -4.430 4.464  0.000
H: -6.736 -7.727 6.022  0.000
H: -6.410 -8.649 4.620  0.000
C: 3.982 4.064 4.139  0.000
C: 4.579 2.866 3.352  0.000
O: 5.168 1.928 4.266  0.000
H: 3.430 4.742 3.487  0.000
H: 4.659 4.746 4.653  0.000
H: 3.375 3.687 4.962  0.000
H: 5.271 3.309 2.636  0.000
H: 3.810 2.371 2.760  0.000
H: 6.085 2.018 3.997  0.000
C: -4.929 5.060 3.951  0.000
C: -5.812 5.848 4.831  0.000
O: -5.535 5.491 6.137  0.000
H: -5.119 5.521 2.982  0.000
H: -5.054 3.977 3.950  0.000
H: -3.866 5.150 4.175  0.000
H: -6.853 5.606 4.617  0.000
H: -5.601 6.911 4.715  0.000
H: -5.817 4.574 6.147  0.000
C: -2.327 -7.104 -3.498  0.000
C: -3.127 -6.110 -4.347  0.001
O: -3.808 -5.240 -3.491  0.020
H: -1.623 -6.665 -2.792  0.000
H: -1.688 -7.715 -4.134  0.000
H: -2.907 -7.770 -2.859  0.000
H: -3.978 -6.553 -4.863  0.000
H: -2.482 -5.659 -5.102  0.000
H: -4.525 -5.737 -3.092  0.000

***

| no. | molar mass (g/mol) |
| --- | --- |
| 1 | 901.42 |
| 2 | 1090.19 |